[1]
16
Properties=species:S:1:pos:R:3:forces:R:3:nbo_charge:R:1 method="wB97M-V/def2-TZVPD" smiles="CCCC=O.O" molar_mass_da=90.122 total_charge=0 total_energy_ev=-8404.1426 fmax_ha_per_bohr=0.059 multiplicity=1
C 1.89277 -0.87333 -2.00909 -0.94 0.36 0.46 -0.62
C 1.13897 0.46098 -1.67704 -1.08 -0.71 -0.07 -0.40
C 0.77956 0.49195 -0.16410 2.52 -0.46 -1.65 -0.53
C 0.32357 1.78799 0.33597 0.56 0.87 2.05 0.44
O 0.45832 2.86909 -0.17577 -0.28 -0.24 -0.58 -0.52
H 1.22704 -1.55595 -2.55777 0.30 0.17 0.13 0.21
H 2.82417 -0.77201 -2.57690 -0.23 0.14 0.27 0.22
H 2.06529 -1.31880 -1.02039 0.49 -0.36 -0.50 0.20
H 1.71216 1.35869 -1.97071 -0.52 -0.41 0.24 0.23
H 0.13201 0.44872 -2.11795 0.58 0.33 -0.81 0.20
H 0.19075 -0.34883 0.19179 -0.19 -0.02 -0.14 0.23
H 1.82406 0.32852 0.19677 -0.79 0.31 1.00 0.24
H 0.03657 1.74917 1.42193 -0.41 0.02 -0.41 0.10
O -4.65515 -1.29725 4.28420 -0.44 -0.21 -0.41 -0.93
H -5.46030 -1.10730 3.77703 0.30 0.13 0.26 0.47
H -4.48979 -2.22164 4.06204 0.15 0.09 0.15 0.47



[2]
16
Properties=species:S:1:pos:R:3:forces:R:3:nbo_charge:R:1 method="wB97M-V/def2-TZVPD" molar_mass_da=112.136 total_charge=0 total_energy_ev=-10230.3964 fmax_ha_per_bohr=0.104 multiplicity=1
C 1.12574 1.61364 -1.43012 2.74 3.90 -0.23 -0.41
C -0.28610 0.29290 -0.17265 -0.43 2.94 -1.10 0.35
C 0.04560 -0.88471 -0.88743 1.44 -4.45 1.46 -0.39
C -0.38318 -1.98597 -0.12791 -1.00 -0.57 -1.14 0.02
H 0.86070 2.42893 -2.51056 0.79 -3.02 3.41 0.21
H 2.30489 2.22225 -0.91195 -3.71 -1.42 -1.41 0.16
H 1.59160 0.61522 -1.59414 -0.68 1.03 -0.79 0.18
H 0.89599 -1.16601 -1.51891 -0.74 0.84 -0.29 0.24
H -0.23870 -3.10936 -0.39961 -0.36 2.32 0.73 0.23
H -1.26746 -1.71379 1.96315 -0.32 -0.57 -3.77 0.42
H 0.20699 0.09333 2.20362 -4.38 1.65 0.59 0.33
H -1.27673 1.46586 2.05523 1.42 -4.33 0.23 0.42
N 0.05089 1.60874 -0.42276 -0.18 -4.32 0.64 -0.54
N -1.38635 -1.56027 0.81203 2.58 -1.60 2.71 -0.41
N -1.19848 -0.21712 0.80256 -0.66 5.31 0.11 -0.12
N -1.04540 0.29637 2.13944 3.49 2.29 -1.14 -0.67



[3]
31
Properties=species:S:1:pos:R:3:forces:R:3:nbo_charge:R:1 method="wB97M-V/def2-TZVPD" smiles=Cc1nc2ccc(F)cc2c(O)c1SC(F)(F)[C@@H](F)C(F)(F)F molar_mass_da=359.266 total_charge=0 total_energy_ev=-47006.1945 fmax_ha_per_bohr=0.084 multiplicity=1
C 1.49275 -1.85444 1.66298 -0.30 0.34 1.27 -0.66
C 1.19047 -0.45881 1.22836 0.22 1.72 1.13 0.26
N 1.37566 0.56466 2.08281 0.19 -1.99 -0.63 -0.44
C 1.12963 1.82532 1.66818 -0.26 -1.45 -0.51 0.15
C 1.37972 2.83611 2.56489 -0.41 2.91 1.20 -0.18
C 1.13760 4.17718 2.24945 0.37 -0.08 0.28 -0.24
C 0.64162 4.50380 0.97533 -0.20 -1.16 -1.17 0.37
F 0.39980 5.79630 0.60401 0.29 -0.90 0.54 -0.32
C 0.41236 3.49105 0.05474 -0.42 0.88 -0.81 -0.24
C 0.63271 2.12512 0.38698 0.72 2.98 1.28 -0.11
C 0.48417 1.10036 -0.48204 -1.75 -2.61 -2.97 0.38
O -0.05490 1.35037 -1.74692 0.84 0.96 2.11 -0.66
C 0.70839 -0.21423 -0.06671 -0.45 0.24 -0.58 -0.32
S 0.40599 -1.55425 -1.19066 0.77 0.32 -0.52 0.19
C -1.19645 -2.30883 -0.69740 1.76 0.50 0.10 0.56
F -0.82813 -3.49579 -0.15870 -1.07 -0.24 0.04 -0.32
F -1.79456 -1.54913 0.23403 -0.25 -0.21 0.28 -0.31
C -2.15120 -2.41280 -1.88297 -0.76 0.10 0.02 0.05
F -1.99622 -1.27670 -2.61265 -0.28 0.24 -0.39 -0.31
C -2.05195 -3.61246 -2.79118 0.21 -1.12 -1.28 0.95
F -2.37966 -4.72832 -2.10465 0.22 0.66 -0.51 -0.31
F -0.78381 -3.74799 -3.26726 -1.14 -0.01 0.17 -0.31
F -2.92254 -3.52985 -3.87695 1.46 0.10 1.77 -0.32
H 2.01956 -1.82314 2.63218 -0.09 0.03 -0.52 0.24
H 2.09348 -2.34071 0.90442 -0.09 -0.39 0.02 0.23
H 0.53827 -2.37702 1.85997 0.51 -0.07 -0.39 0.23
H 1.65217 2.59239 3.58638 0.27 -0.12 -0.26 0.23
H 1.36389 5.00853 2.93829 -0.22 -0.68 -0.23 0.24
H 0.06060 3.72368 -0.97596 0.29 -0.06 1.01 0.25
H 0.19508 0.62433 -2.30305 -0.06 -0.94 -0.61 0.49
H -3.15449 -2.43474 -1.47590 -0.37 0.05 0.16 0.21



[4]
15
Properties=species:S:1:pos:R:3:forces:R:3:nbo_charge:R:1 method="wB97M-V/def2-TZVPD" smiles="CCC(=O)NC" molar_mass_da=87.122 total_charge=0 total_energy_ev=-7830.6140 fmax_ha_per_bohr=0.038 multiplicity=1
C -0.66847 -0.34252 -1.67941 0.00 -0.35 -0.06 -0.59
C -0.05705 -1.45349 -0.65329 -0.27 0.25 -0.18 -0.51
C -0.27253 -0.53781 0.50654 0.15 0.37 -0.09 0.67
O -1.44251 -0.33171 0.78703 0.13 -0.09 1.15 -0.65
N 0.75727 0.22502 0.92434 0.30 -0.11 0.24 -0.62
C 0.54337 1.49966 1.56160 -0.08 0.09 0.15 -0.42
H -0.72520 0.75580 -1.37390 0.45 -1.70 0.46 0.22
H 0.03061 -0.33518 -2.49592 -0.28 -0.17 -0.93 0.20
H -1.69427 -0.57156 -1.91862 -0.13 -0.26 -0.55 0.23
H -0.50019 -2.43501 -0.29955 -0.57 1.25 -1.41 0.24
H 0.89726 -1.74564 -1.11979 0.23 0.54 1.02 0.21
H 1.68275 -0.01675 0.61420 -0.09 0.01 -0.06 0.39
H 0.81673 2.31578 0.88331 -0.02 -0.02 0.16 0.19
H -0.51984 1.57145 1.80165 0.21 0.02 0.00 0.24
H 1.13084 1.56038 2.47463 -0.02 0.20 0.09 0.20



[5]
19
Properties=species:S:1:pos:R:3:forces:R:3:nbo_charge:R:1 method="wB97M-V/def2-TZVPD" molar_mass_da=235.512 total_charge=0 total_energy_ev=-92927.3896 fmax_ha_per_bohr=0.070 multiplicity=1
C -0.62227 3.05782 -0.60536 0.84 1.99 -0.87 -0.31
C -0.48903 3.39902 0.78580 -1.13 -3.29 -0.98 -0.04
C -0.73653 1.68961 -0.70560 -0.20 0.90 -1.34 -0.05
C 0.89827 -2.98959 0.03577 -0.25 -2.38 0.43 -0.47
C 0.99892 -2.10749 -1.25315 1.11 -0.72 1.60 -0.49
C 1.47327 -1.66425 0.03623 0.58 0.47 1.29 -0.11
C -0.81788 -0.04613 0.95712 -0.19 -1.76 0.41 0.06
N -0.64038 2.25096 1.42134 0.29 0.38 2.45 -0.26
N -0.78288 1.25095 0.55933 0.36 1.26 -0.20 -0.29
Cl -0.92385 -0.19876 2.65076 -0.02 -0.67 0.06 0.09
Br -2.01671 -1.17546 -0.09906 0.02 0.58 0.67 0.06
H -0.53369 3.83765 -1.37538 -0.18 -0.93 0.06 0.23
H -0.44828 4.24871 1.43863 0.19 0.56 -0.54 0.23
H -0.81817 0.95900 -1.51787 0.06 0.80 0.26 0.24
H -0.18881 -3.17532 0.45326 2.33 0.26 -1.01 0.23
H 1.64043 -3.87624 0.14565 -1.47 1.56 0.02 0.22
H 1.56445 -2.24419 -2.14789 0.33 -0.30 -0.27 0.23
H 0.02186 -1.81364 -1.28514 -2.40 1.06 -1.51 0.22
H 2.42127 -1.40264 0.50559 -0.29 0.24 -0.53 0.21



[6]
24
Properties=species:S:1:pos:R:3:forces:R:3:nbo_charge:R:1 method="wB97M-V/def2-TZVPD" smiles="C[N@@+]1(S(N)(=O)=O)N=Cc2c(F)cccc21" molar_mass_da=230.244 total_charge=+1 total_energy_ev=-30549.5315 fmax_ha_per_bohr=0.092 multiplicity=1
C 0.63252 1.93298 -1.17115 3.81 0.76 -1.14 -0.43
N 0.88091 0.70763 -0.46334 -2.86 -3.09 1.91 -0.26
S 1.38944 -0.64583 -1.73690 -0.24 -1.58 0.19 2.33
N 1.21736 -2.10300 -0.77077 0.92 2.71 -1.61 -1.05
O 2.70719 -0.21187 -2.07953 -1.04 -1.19 0.75 -0.80
O 0.29156 -0.54430 -2.65898 0.77 -0.50 1.15 -0.86
N 1.85568 0.79230 0.48369 4.38 1.42 -1.12 -0.26
C 1.57506 0.28298 1.58449 -1.95 -0.38 1.93 0.15
C 0.15967 -0.10457 1.56577 -0.30 -1.22 3.85 -0.21
C -0.70783 -0.63467 2.59694 0.61 -1.07 -2.17 0.47
F -0.20884 -1.10697 3.78305 -0.60 1.18 -1.54 -0.30
C -2.04859 -0.95595 2.22305 2.22 1.08 3.25 -0.25
C -2.50424 -0.63277 0.98218 -0.63 0.12 -0.71 -0.16
C -1.63304 -0.10870 0.02595 0.25 -0.56 -1.45 -0.23
C -0.31489 0.13693 0.31850 -0.41 0.43 0.00 0.14
H 0.23072 1.55843 -2.08299 -0.34 0.85 -1.11 0.25
H 0.00146 2.54379 -0.64147 -1.78 1.24 1.26 0.24
H 1.66501 2.49382 -1.20308 -2.02 -1.24 -0.57 0.27
H 0.26761 -2.51401 -0.84808 1.25 0.18 0.00 0.45
H 2.08819 -2.60606 -0.47218 -1.37 0.69 -0.60 0.46
H 2.22771 0.29693 2.46980 -0.09 -0.07 -0.76 0.26
H -2.59201 -1.25989 3.12512 -0.52 -0.34 -0.90 0.26
H -3.56400 -0.79636 0.74083 0.65 0.01 -0.07 0.26
H -1.88731 -0.13675 -1.01034 -0.73 0.58 -0.53 0.25



Computed ΔE to the lowest compared entry with this formula, charge and spin, in the same sequence as the records: 32.4, 180.9, 18.4, 39.3, 70.9, 42.8 kcal/mol.